Record 1
Density functional theory data (ωB97M-V/def2-TZVPD) for a molecular structure, C4H4AgO at a distorted geometry.

XYZ file:
```
10
Properties=species:S:1:pos:R:3
C 1.3462 -0.3955 -3.5293
C 1.2125 -0.3412 -2.3179
H 0.7568 -0.1495 -1.3496
H 1.6728 -0.5741 -4.5415
C 4.2712 -0.2807 -0.3889
C 4.3357 -0.1530 0.9482
O 5.4161 -0.1140 1.6811
Ag 7.6549 -0.3047 2.0299
H 4.9841 -0.3962 -1.2065
H 3.3768 -0.0485 1.4940
```

Properties
Highest occupied orbital energy (spin up / spin down)   -7.245 / -6.761 eV
Relative energy (zero: lowest compared OMol25 entry of this formula, charge and spin)   43.6 kcal per mole
E   -10251.3742 eV
Multiplicity   2

These are the Mulliken partial charges, in e, on atoms 1 to 4: C -0.272; C -0.416; H 0.322; H 0.364

Record 2
Density functional theory data (ωB97M-V/def2-TZVPD) for C5H10O2 in the gas phase at a distorted geometry.

XYZ file:
```
17
Properties=species:S:1:pos:R:3
C 1.4238 1.2255 -1.6091
C 0.2427 0.2938 -1.3685
C -0.0393 0.0645 0.1080
O -0.3811 1.3130 0.6863
C -1.1660 -0.9374 0.2992
C -1.5463 -1.3406 1.6564
O -0.9899 -0.6700 2.6650
H 1.5825 1.3875 -2.6798
H 1.2487 2.1934 -1.1318
H 2.3463 0.8040 -1.1921
H -0.6656 0.7098 -1.8249
H 0.4214 -0.6795 -1.8450
H 0.8689 -0.3366 0.5900
H -0.4380 1.1754 1.6409
H -0.9848 -1.8901 -0.2194
H -2.1119 -0.5585 -0.1225
H -1.5925 -1.3265 3.1207
```

Properties
Highest occupied orbital energy   -8.603 eV
Relative energy (zero: lowest compared OMol25 entry of this formula, charge and spin)   96.6 kcal per mole
E   -9438.8549 eV

These are the Mulliken partial charges, in e, on atoms 1 to 4: C -1.216; C -0.536; C 0.224; O -0.549

Record 3
Density functional theory data (ωB97M-V/def2-TZVPD) for a molecular structure, C35H33GeN7S5Zr.

XYZ file:
```
82
Properties=species:S:1:pos:R:3
Zr -0.2978 -1.0732 0.2766
S 0.8051 -1.1003 -2.0868
C 2.5127 -0.6747 -2.1984
C 3.0525 -0.4711 -3.4730
C 4.3561 -0.0401 -3.6305
C 5.1621 0.1909 -2.5186
C 4.6510 -0.0326 -1.2537
C 3.3350 -0.4528 -1.0917
S 2.6717 -0.8390 0.4983
C 2.7326 0.7422 1.3879
C 1.2695 1.2220 1.5576
C 1.1890 2.3255 2.5774
C 0.5525 2.2003 3.7440
C -0.0515 0.9424 4.1041
C -0.0169 -0.0685 3.2112
C -0.4646 -1.4302 3.6343
S -1.6277 -2.2026 2.4478
C -1.1332 -3.8848 2.6843
C -1.8849 -4.7244 3.4960
C -1.4782 -6.0317 3.7018
C -0.3133 -6.4854 3.0929
C 0.4337 -5.6508 2.2799
C 0.0354 -4.3280 2.0553
S 0.9662 -3.3078 0.9777
N 0.4721 0.0294 1.9291
H 2.4249 -0.6382 -4.3385
H 4.7484 0.1195 -4.6266
H 6.1840 0.5240 -2.6405
H 5.2733 0.1068 -0.3781
H 3.3243 1.4498 0.8079
H 3.2101 0.5886 2.3538
H 1.6818 3.2556 2.3223
H 0.5092 3.0337 4.4335
H -0.5009 0.7992 5.0750
H -0.9443 -1.3952 4.6095
H 0.3967 -2.0999 3.6565
H -2.7851 -4.3435 3.9617
H -2.0608 -6.6896 4.3322
H 0.0147 -7.5054 3.2485
H 1.3325 -6.0158 1.8003
N -3.5591 -0.7428 -3.1752
C -3.2267 0.5862 -3.3399
C -3.7356 1.5731 -4.1741
C -3.1484 2.8190 -4.0881
C -2.0937 3.0679 -3.2005
C -1.5984 2.0809 -2.3743
C -2.1750 0.8166 -2.4430
N -1.8876 -0.3582 -1.7569
C -2.7243 -1.2398 -2.2256
C -2.6880 -2.6130 -1.7786
C -3.3924 -3.6759 -2.2495
S -2.8795 -5.0954 -1.4533
C -1.7615 -4.1840 -0.5575
N -1.7657 -2.9021 -0.8004
H -4.2712 -1.2511 -3.6675
H -4.5499 1.3795 -4.8596
H -3.5100 3.6197 -4.7190
H -1.6563 4.0572 -3.1647
H -0.7871 2.2733 -1.6947
H -4.1455 -3.6896 -3.0186
H -1.0934 -4.6478 0.1467
N -2.1359 0.0544 0.8344
C -2.8505 0.5927 1.5945
N -3.6703 1.2157 2.3433
C -3.5650 1.0141 3.6559
N -3.5212 0.8767 4.8030
C 1.9033 3.1697 -2.3788
Ge 1.3991 3.5156 -0.5087
C 2.9906 4.3075 0.3468
C -0.0720 4.7980 -0.3372
C 0.7837 1.7511 0.2003
H 1.9525 4.0935 -2.9566
H 1.2170 2.4864 -2.8784
H 2.8934 2.7077 -2.3930
H 3.4217 5.0170 -0.3621
H 3.7583 3.5706 0.5795
H 2.7502 4.8536 1.2582
H 0.1769 5.7297 -0.8464
H -0.2388 5.0179 0.7180
H -1.0073 4.4176 -0.7485
H -0.3065 1.8388 0.2637
H 1.0322 1.0535 -0.6143
```

Properties
Highest occupied orbital energy   -7.018 eV
Relative energy (zero: lowest compared OMol25 entry of this formula, charge and spin)   0.0 kcal per mole
E   -159238.0326 eV

These are the Mulliken partial charges, in e, on atoms 1 to 4: Zr -0.212; S -0.340; C 1.030; C -0.741

Record 4
Density functional theory data (ωB97M-V/def2-TZVPD) for a gas-phase ion, C10H14N3O (charge +1) at a distorted geometry.

XYZ file:
```
28
Properties=species:S:1:pos:R:3
C -2.4031 0.0793 2.3869
C -1.1263 -0.2526 2.8445
C -2.5232 0.3450 1.0324
C 0.0487 -0.2326 2.0480
C -1.4162 0.2559 0.2283
C -0.0905 0.0464 0.7482
C 1.8395 -2.0134 -0.8755
C 0.9221 -1.1183 -1.2880
C 1.0024 0.0676 -0.2545
C -0.0328 -1.1348 -2.4493
N 2.4436 -0.3439 0.5288
N 1.2885 1.3612 -0.8337
N 0.1882 2.2889 -0.6348
O 2.7468 -1.6122 0.0407
H -3.3570 0.0810 3.0550
H -1.1318 -0.5939 3.8707
H -3.5268 0.7061 0.5866
H 1.0406 -0.2910 2.4995
H -1.7149 0.1348 -0.8133
H 2.0254 -3.0398 -1.2408
H 0.1866 -0.3082 -3.1570
H -1.1163 -1.1000 -2.1509
H 0.2183 -2.0892 -3.0086
H 3.1573 0.3190 0.3201
H 1.5115 1.0913 -1.8615
H -0.6604 1.5286 -0.1174
H 0.0699 2.8278 -1.4789
H 0.4096 2.9972 -0.0255
```

Properties
Highest occupied orbital energy   -11.804 eV
Relative energy (zero: lowest compared OMol25 entry of this formula, charge and spin)   135.8 kcal per mole
E   -17102.7390 eV
SMILES   CC1=CON[C@]1(N[NH3+])c1ccccc1
Net charge   +1

These are the Mulliken partial charges, in e, on atoms 1 to 4: C -0.480; C -0.622; C -0.564; C -0.171

Record 5
Density functional theory data (ωB97M-V/def2-TZVPD) for 2 unconnected molecules or ions with the total composition C3H6ClN3 at a distorted geometry.

XYZ file:
```
13
Properties=species:S:1:pos:R:3
C 0.3995 -2.1294 -0.5607
C 0.0416 -1.2494 0.3243
C -1.1108 1.2150 -0.3819
N -1.8210 2.2395 -0.5814
N 0.2225 1.3629 -0.3522
N -1.5714 -0.1016 -0.2673
Cl -2.8123 -0.7163 0.6251
H 1.3687 -2.7452 -0.3564
H 0.0295 -2.3309 -1.4958
H 0.1234 -0.8874 1.3139
H -2.8213 2.0162 -0.3877
H 0.4017 2.3241 -0.3836
H 0.8426 0.6988 -0.0139
```

Properties
Highest occupied orbital energy (spin up / spin down)   -8.593 / -8.594 eV
Relative energy (zero: lowest compared OMol25 entry of this formula, charge and spin)   104.6 kcal per mole
E   -20196.1958 eV

These are the Mulliken partial charges, in e, on atoms 1 to 4: C -0.583; C -0.371; C 0.567; N -0.718

Record 6
Density functional theory data (ωB97M-V/def2-TZVPD) for 2 unconnected molecules or ions with the total composition C7H19N2O3P at a distorted geometry.

XYZ file:
```
32
Properties=species:S:1:pos:R:3
N -1.4250 -0.0586 -1.3035
C -0.8477 -1.1331 -2.2189
C 0.1334 -0.5617 -3.4016
O 0.5675 -1.7589 -4.1945
C 1.5179 0.1474 -2.8693
P 1.2801 1.8875 -2.1064
N -0.2736 2.6127 -2.7104
H -2.3573 0.1798 -1.7522
H -1.7071 -0.5996 -0.4328
H -0.3155 -1.9498 -1.5711
H -1.7918 -1.6394 -2.7452
H -0.4570 0.1317 -4.1630
H 1.1828 -2.2619 -3.5532
H 2.1068 -0.5907 -2.1450
H 2.1992 0.2990 -3.8379
H 1.2047 1.7494 -0.6456
H -0.4108 3.4436 -2.0779
H -0.0143 2.9642 -3.6630
O 0.9952 1.4887 1.2455
C 0.4623 0.6723 1.9920
O -0.1907 1.0832 3.1024
C -1.0142 0.2372 3.9261
C -0.1795 -0.4847 4.9654
C 0.6052 -0.8009 1.7429
H -1.6124 -0.4465 3.3169
H -1.7249 0.8980 4.4343
H 0.5543 -1.1491 4.5014
H -0.8167 -1.0799 5.6258
H 0.3826 0.2336 5.5712
H 1.5386 -1.1530 2.1898
H 0.6378 -0.9682 0.6621
H -0.2299 -1.3925 2.1157
```

Properties
Highest occupied orbital energy   -6.998 eV
Relative energy (zero: lowest compared OMol25 entry of this formula, charge and spin)   18.7 kcal per mole
E   -25975.8289 eV
SMILES   NC[C@H](O)CPN.CCOC(C)=O

These are the Mulliken partial charges, in e, on atoms 1 to 4: N -0.504; C -0.413; C -0.065; O -0.548

Record 7
Density functional theory data (ωB97M-V/def2-TZVPD) for C4H4N2O2 in the gas phase at a distorted geometry.

XYZ file:
```
12
Properties=species:S:1:pos:R:3
C 1.5837 -0.2052 -0.0845
C 1.1310 -1.5600 -0.0355
C -0.6702 -0.2282 -0.0162
C -2.0554 0.2422 -0.2207
H 0.5432 2.2345 0.8828
H 2.5564 0.1402 0.0843
H 1.5601 -2.6349 -0.1106
H -2.1804 1.3795 -0.5849
N 0.4021 0.5263 0.0867
N -0.2707 -1.5064 -0.0145
O 0.5194 1.9601 -0.1067
O -3.1192 -0.3479 0.1198
```

Properties
Highest occupied orbital energy   -9.539 eV
Relative energy (zero: lowest compared OMol25 entry of this formula, charge and spin)   96.0 kcal per mole
E   -11284.3762 eV
SMILES   O=Cc1nccn1O

These are the Mulliken partial charges, in e, on atoms 1 to 4: C -0.500; C -0.174; C 0.592; C -0.093

Record 8
Density functional theory data (ωB97M-V/def2-TZVPD) for 2 unconnected molecules or ions with the total composition C4H10OS2 at a distorted geometry.

XYZ file:
```
17
Properties=species:S:1:pos:R:3
C 1.6015 -0.6881 -0.7042
C 0.0937 -0.7145 1.3549
C -4.3385 0.8144 -1.2853
C 1.2488 0.0838 0.6207
O 1.9198 2.5175 -0.4329
S -4.6987 0.9152 0.2680
S 0.5717 1.8019 0.1716
H 1.6880 -1.7412 -0.5282
H 0.6835 -0.4751 -1.4333
H 2.5336 -0.2851 -1.1810
H 0.2198 -0.5971 2.3504
H 0.4398 -1.7360 1.1348
H -0.9942 -0.5607 0.9496
H -4.3101 1.5721 -2.1461
H -3.7906 -0.0038 -1.6005
H 2.0238 0.2907 1.2633
H 2.2124 2.0276 -1.1728
```

Properties
Highest occupied orbital energy   -8.568 eV
Relative energy (zero: lowest compared OMol25 entry of this formula, charge and spin)   76.7 kcal per mole
E   -28025.2669 eV
SMILES   CC(C)SO.C=S

These are the Mulliken partial charges, in e, on atoms 1 to 4: C -1.159; C -1.122; C -0.291; C 0.015

Record 9
Density functional theory data (ωB97M-V/def2-TZVPD) for C5H11N in the gas phase.

XYZ file:
```
17
Properties=species:S:1:pos:R:3
C 1.6529 -0.9462 1.2212
C 0.4757 -1.0514 0.2747
N -0.7570 -0.4212 0.7080
C -0.8256 1.0226 0.8355
C -1.4270 0.3340 -0.3461
C -0.8277 0.5285 -1.7580
H 2.5492 -1.2660 0.6779
H 1.8067 0.0932 1.5317
H 1.5436 -1.5679 2.1122
H 0.7793 -0.6079 -0.6700
H 0.2225 -2.0953 0.0601
H -1.3991 1.3719 1.6980
H 0.0448 1.6436 0.6167
H -2.5043 0.1613 -0.3686
H -0.9893 1.5583 -2.0791
H -1.3088 -0.1494 -2.4706
H 0.2476 0.3678 -1.9174
```

Properties
Highest occupied orbital energy   -8.862 eV
Relative energy (zero: lowest compared OMol25 entry of this formula, charge and spin)   36.9 kcal per mole
E   -6851.9298 eV
SMILES   CCN1C[C@H]1C

These are the Mulliken partial charges, in e, on atoms 1 to 4: C -1.123; C 0.026; N -0.306; C -0.287